Record 1
CH3N3O | ωB97M-V/def2-TZVPD

The value obtained for the calculated total energy is -279.06341 hartree. Its expectation value of S² is 2.02. For the LUMO energy (spin up / spin down), the calculation gives 0.75 / -4.38 eV. Its spin multiplicity is 3. The gap between HOMO and LUMO (spin up / spin down) is 10.155 / 5.693 eV.

Geometry as XYZ:
```
8
Properties=species:S:1:pos:R:3:forces:R:3
O -0.61323 -1.13532 -0.56116 0.95 0.64 2.72
N 2.11642 0.95660 0.26611 0.29 0.04 -0.05
N -1.46943 0.13854 -0.10627 0.06 -1.47 0.35
N -1.11734 -1.92208 -1.35031 -1.56 -3.30 -2.69
C 1.00136 0.97382 0.56988 -0.26 -0.01 0.07
H -2.08812 -2.30369 -1.18396 0.58 1.24 0.46
H -0.80340 0.47308 -0.76028 0.10 2.78 -0.64
H -1.07588 0.25752 0.84206 -0.17 0.08 -0.21
```
Positions in Å, forces in eV/Å.

=====

Record 2
C8H20ClFeIrO | ωB97M-V/def2-TZVPD

The value obtained for the calculated total energy is -2219.84646 hartree. Its expectation value of S² is 30.02. For the LUMO energy (spin up / spin down), the calculation gives 0.59 / -2.88 eV. Its spin multiplicity is 11. The gap between HOMO and LUMO (spin up / spin down) is 6.807 / 6.745 eV.

Geometry as XYZ:
```
32
Properties=species:S:1:pos:R:3:forces:R:3
Ir 0.07140 0.10211 -0.24418 1.79 0.32 5.36
Fe 0.70162 -0.16220 -2.54674 2.93 1.12 -5.88
Cl 1.65276 1.50728 -1.51318 0.91 1.99 0.41
O 0.76835 0.65417 1.49715 -0.49 -0.05 0.58
C 0.05120 1.59292 3.52344 0.03 0.06 0.00
C -1.81040 0.78270 -0.24305 -2.63 1.88 0.32
C 1.98479 -0.72829 -3.96224 1.59 -1.11 -0.40
C -0.60250 0.04881 -3.98267 -1.75 1.07 -1.45
C -0.44645 -1.24016 -1.48376 -2.50 -5.99 1.16
C 1.36358 -0.57125 3.45411 -0.08 0.02 0.00
C -1.05849 -0.49968 2.74793 -0.22 -0.02 0.06
C 0.25758 0.26705 2.78564 0.74 0.00 0.39
H 2.71685 -1.30232 -3.35964 0.02 0.06 -0.43
H -0.97873 -1.41623 2.15313 0.00 0.06 0.03
H 1.50180 -1.52832 2.92376 -0.01 0.39 0.11
H -1.72319 1.79486 0.20208 -0.51 -0.28 -0.19
H 1.50404 -1.39054 -4.70332 0.39 0.32 0.41
H -1.57915 -0.13392 -3.50501 0.09 0.28 -0.44
H -0.25931 1.42492 4.56131 0.02 -0.03 -0.18
H -0.56695 1.07936 -4.37724 -0.17 -0.31 -0.04
H 0.07185 -2.22050 -1.36926 -0.68 0.17 -0.14
H 2.30523 -0.00434 3.44382 -0.24 -0.23 -0.04
H -1.37506 -0.77871 3.76602 0.28 0.06 -0.30
H -0.72711 2.17629 3.01187 0.24 -0.07 0.16
H 2.51779 0.10195 -4.46356 -0.42 -0.28 0.30
H 0.98919 2.15685 3.52711 -0.19 -0.01 -0.01
H -1.85398 0.12906 2.34289 0.08 -0.09 0.03
H -1.47572 -1.33111 -1.86987 0.67 -0.13 0.16
H -2.40840 0.12923 0.42505 0.24 0.36 -0.49
H 1.10450 -0.79859 4.49700 0.02 0.07 -0.22
H -2.24396 0.81898 -1.25207 -0.01 0.09 0.34
H -0.45723 -0.66018 -4.81211 -0.13 0.31 0.41
```
Positions in Å, forces in eV/Å.

=====

Record 3
C5H12O2 | ωB97M-V/def2-TZVPD

As for the SMILES: COC(C)(C)OC. The value obtained for the calculated total energy is -347.99280 hartree. For the LUMO energy, the calculation gives 0.84 eV. The gap between HOMO and LUMO is 10.230 eV.

Geometry as XYZ:
```
19
Properties=species:S:1:pos:R:3:forces:R:3
O 1.44666 -0.52112 -0.69935 -0.17 -0.32 3.50
O -0.29880 0.57651 -1.38989 0.29 -0.43 -1.56
C 0.28874 1.01189 0.91038 -0.50 0.72 -2.69
C -1.62923 0.96008 -1.53162 1.31 4.92 3.56
C -0.81457 -1.20201 0.20214 -1.51 -1.42 0.86
C 2.23176 -0.71434 0.59259 -1.17 -2.19 -0.56
C 0.14575 -0.10893 -0.23542 0.10 2.94 0.04
H -0.75612 -1.73943 1.24089 0.81 1.07 -1.94
H -0.79363 -1.92898 -0.61037 -0.04 -0.41 0.24
H -0.64478 1.84645 0.74004 3.00 -2.45 1.11
H 2.90558 -1.79920 0.30104 -1.83 3.69 1.52
H -1.76469 1.88398 -2.29032 0.84 -1.52 2.24
H -2.23477 0.30532 -1.96235 -2.51 -3.61 -1.48
H 1.36567 1.38555 0.75624 -2.25 0.43 0.30
H -1.89305 -0.86710 0.26220 1.25 0.19 -0.31
H 1.27712 -0.85777 1.48878 4.08 -0.52 -2.46
H 2.79674 0.28568 0.84563 -0.57 -2.54 -0.51
H -1.96161 1.15393 -0.36043 -0.20 0.20 -3.29
H 0.33324 0.32950 1.73984 -0.91 1.26 1.41
```
Positions in Å, forces in eV/Å.

=====

Record 4
C4H11N2O | ωB97M-V/def2-TZVPD

The value obtained for the calculated total energy is -343.42622 hartree. Its expectation value of S² is 0.85. For the LUMO energy (spin up / spin down), the calculation gives -1.24 / -1.61 eV. Its spin multiplicity is 2. The gap between HOMO and LUMO (spin up / spin down) is 7.616 / 7.739 eV.

Geometry as XYZ:
```
18
Properties=species:S:1:pos:R:3:forces:R:3
O 1.51295 -1.99653 0.73868 2.75 3.70 -0.65
N 0.83121 0.75781 -0.30500 -1.32 1.96 -2.05
N -1.04873 0.40886 1.90514 3.23 -1.31 -1.16
C -0.49961 0.40055 -0.68476 0.10 1.65 2.65
C -1.55401 0.08970 0.56270 1.08 -0.94 -1.86
C -1.02014 0.62311 -2.10385 1.83 -0.45 -1.36
C 2.30111 -0.89247 0.82461 -0.35 -5.38 3.35
H 1.60829 0.00148 0.09836 -0.64 1.08 0.26
H -0.85286 -0.39254 -2.71254 -0.50 2.27 1.22
H -0.15626 -0.31821 2.07835 -3.16 2.21 -0.55
H -2.11952 0.83363 -2.04679 1.12 0.14 -0.43
H -1.59082 -1.00850 0.49602 -0.97 0.36 0.01
H -0.30683 1.45234 -2.63172 -2.18 -1.87 1.20
H -2.48364 0.59426 0.22053 0.37 -0.39 0.88
H -0.51045 1.24408 1.63231 -0.10 0.11 1.15
H 0.16962 -0.42453 -0.55731 0.92 -3.64 -0.45
H 2.30003 -0.49036 1.87193 -0.86 0.73 -0.78
H 3.41964 -0.88267 0.61335 -1.32 -0.23 -1.43
```
Positions in Å, forces in eV/Å.

=====

Record 5
C25H27AsMnN4O3S2 | ωB97M-V/def2-TZVPD

Its total charge is +2. The value obtained for the calculated total energy is -5596.18746 hartree. Its expectation value of S² is 3.78. For the LUMO energy (spin up / spin down), the calculation gives -6.31 / -6.31 eV. Its spin multiplicity is 4. The gap between HOMO and LUMO (spin up / spin down) is 6.710 / 6.721 eV.

Geometry as XYZ:
```
63
Properties=species:S:1:pos:R:3:forces:R:3
As 2.94773 1.98454 -0.03032 0.40 0.21 0.14
Mn 0.06681 0.32546 -0.85066 0.44 0.67 -0.18
S 0.08492 4.16225 -2.81778 0.00 -0.29 0.03
S -5.28629 1.89332 -0.62159 0.31 -0.06 0.03
O -1.86128 0.41578 0.18033 0.27 -0.03 -0.41
O 1.28214 1.81503 0.01761 -0.62 -0.38 -0.19
O 1.59153 -0.38518 -1.86280 -0.12 0.21 -0.22
N -2.95633 1.11668 -0.26380 -0.42 0.06 0.09
N 1.26484 -2.19640 -0.51359 0.59 -0.40 -0.33
N 0.25066 -1.42477 -0.02973 -0.35 -0.34 0.93
N -0.78380 1.86119 -2.15515 0.04 -0.08 0.12
C -3.99866 2.92513 -1.09484 -0.10 -0.19 0.12
C 0.88902 1.72987 -3.97364 0.09 -0.05 -0.07
C -1.30314 -1.23099 1.84225 -0.31 0.39 0.03
C 4.80115 -3.95309 -1.89177 -0.02 0.01 0.01
C 3.34211 3.62344 0.90152 -0.04 -0.16 -0.07
C 3.14865 -2.20469 -1.98992 0.17 -0.11 -0.08
C -2.79389 2.35580 -0.86669 0.09 0.28 -0.09
C 0.07876 2.44223 -2.95283 -0.07 0.29 -0.04
C 3.67117 2.19702 -1.80951 -0.10 -0.04 0.25
C -2.80742 0.18057 3.75623 0.03 -0.14 0.04
C 3.87977 0.53774 0.84017 -0.08 0.15 -0.14
C -1.95627 -0.03468 1.53290 0.07 -0.21 0.63
C -4.64550 -0.64676 0.35582 -0.08 -0.18 0.08
C -4.21056 0.68864 -0.11839 -0.12 0.04 -0.14
C -2.65893 0.68782 2.47435 0.02 0.26 -0.26
C -2.25527 -1.05161 4.07616 -0.04 0.06 0.04
C -1.17210 4.08971 -1.66466 -0.05 -0.05 0.16
C 3.66280 -3.35442 -1.38285 -0.04 0.11 -0.06
C -1.52848 2.79864 -1.45393 0.22 0.14 -0.17
C 4.91976 -2.27933 -3.61939 0.03 -0.01 -0.05
C 3.78721 -1.67010 -3.10852 -0.09 0.06 0.07
C 1.94534 -1.56285 -1.44765 -0.67 -0.04 0.47
C -1.50632 -1.73192 3.13569 0.11 0.02 -0.13
C -0.34977 -1.92298 1.00241 0.57 -0.14 -0.54
C 5.42860 -3.41826 -3.01012 0.01 -0.04 0.03
H 3.16062 -3.76036 -0.51740 0.00 -0.04 0.01
H 0.24498 1.50552 -4.82682 0.00 0.04 -0.01
H 3.30752 1.40011 -2.45039 -0.02 -0.07 0.03
H -3.08474 1.65272 2.22479 -0.04 -0.03 -0.01
H 6.31533 -3.89581 -3.40547 -0.01 0.02 -0.02
H 0.01463 -2.88941 1.33770 -0.11 -0.06 0.03
H 2.79227 4.42594 0.41231 0.00 -0.02 -0.02
H 4.94448 0.77057 0.83438 0.00 -0.01 0.01
H 1.71760 2.33902 -4.32986 -0.01 0.02 0.01
H -3.35942 0.74654 4.49363 0.01 0.01 0.00
H 3.00442 3.54148 1.93236 0.02 -0.04 0.01
H -1.03201 -2.66897 3.39802 0.00 0.00 0.00
H 4.40774 3.84456 0.87360 0.01 -0.05 0.00
H 3.38121 -0.78550 -3.58244 -0.01 -0.02 -0.02
H 3.53355 0.44727 1.86759 -0.05 0.04 -0.01
H 4.75787 2.15049 -1.74089 -0.01 0.01 0.00
H 5.19705 -4.84031 -1.41667 0.02 0.00 -0.02
H -1.58610 4.97619 -1.21008 -0.03 -0.01 -0.06
H -5.55173 -0.93659 -0.17596 0.03 0.03 -0.03
H -3.87927 -1.39787 0.17151 0.03 0.04 0.00
H -4.87920 -0.64025 1.42160 0.09 0.05 0.02
H 3.71364 -0.39749 0.30870 -0.03 0.01 -0.05
H -4.18135 3.86088 -1.59666 -0.02 -0.02 -0.03
H 5.40048 -1.87510 -4.50009 0.02 0.01 0.02
H 1.26234 0.78594 -3.57912 0.00 0.05 0.02
H 3.37883 3.17264 -2.19494 -0.02 0.00 0.01
H -2.38354 -1.47059 5.06440 -0.01 0.02 0.00
```
Positions in Å, forces in eV/Å.

=====

Record 6
C6H16N2 | ωB97M-V/def2-TZVPD

As for the SMILES: C/C=C(\C)N.CCN. The value obtained for the calculated total energy is -347.63663 hartree. For the LUMO energy, the calculation gives 1.07 eV. The gap between HOMO and LUMO is 8.398 eV.

Geometry as XYZ:
```
24
Properties=species:S:1:pos:R:3:forces:R:3
N 1.40796 0.48352 1.20726 0.86 -0.05 0.42
N -1.88556 -1.10392 -0.39791 -0.28 0.55 1.28
C -0.41203 0.44366 2.84651 0.07 -0.05 -0.19
C 0.49162 -0.98831 -0.87638 -1.93 0.84 -0.14
C -0.75076 -0.37600 -0.87126 1.62 -2.86 -2.59
C -1.13504 0.59067 -1.96979 0.27 0.19 0.62
C 1.64383 -0.65673 -1.76712 0.17 0.29 0.42
C 0.17073 1.07333 1.60180 -2.08 -1.11 -2.91
H -0.35434 1.32446 -2.14432 -0.03 0.22 0.03
H 2.58573 -0.77237 -1.23025 0.13 0.01 -0.02
H 1.68489 -1.33365 -2.62761 -0.10 0.03 0.04
H -1.36570 0.90449 3.09643 -0.02 -0.02 0.03
H -1.29486 0.07968 -2.91662 -0.05 -0.26 -0.08
H 1.88332 1.02089 0.49253 0.06 -0.09 0.20
H -0.53845 0.67200 0.56138 1.28 1.71 3.05
H -0.57820 -0.62114 2.67149 -0.02 0.00 0.05
H 2.03529 0.27442 1.97601 0.02 0.18 -0.09
H -1.65035 -1.82773 0.27004 -0.03 0.00 -0.26
H -2.50130 -1.45124 -1.12154 0.23 0.08 -0.02
H 0.60504 -1.88164 -0.27534 -0.01 -0.04 0.09
H 0.16066 2.16801 1.61552 -0.02 -0.09 0.09
H -2.06125 1.08086 -1.69929 -0.16 0.33 0.02
H 1.60411 0.36244 -2.14899 -0.02 0.04 -0.07
H 0.25467 0.53430 3.70745 0.04 0.09 0.04
```
Positions in Å, forces in eV/Å.

=====

Record 7
C25H23Cl5N6NaO2PSe2 | ωB97M-V/def2-TZVPD

Its total charge is -2. The value obtained for the calculated total energy is -9053.00939 hartree. For the LUMO energy, the calculation gives 3.71 eV. The gap between HOMO and LUMO is 5.017 eV.

Geometry as XYZ:
```
65
Properties=species:S:1:pos:R:3:forces:R:3
Se 1.09894 1.83199 3.62186 -0.06 -0.02 0.01
Se -1.25874 2.47181 0.82140 0.04 0.07 0.14
Cl 2.22780 1.47331 -2.37657 0.12 -0.23 0.05
Cl 5.39698 -3.73855 -0.99959 -0.01 0.05 0.01
Cl 6.51036 -1.76418 -3.14875 -0.05 0.00 0.03
Cl 2.80218 -3.04868 0.59498 0.03 0.20 -0.28
Cl 4.94746 0.86447 -3.80216 0.00 -0.03 0.00
P 0.10950 3.21124 2.29524 -0.17 0.24 -0.03
Na 0.13575 -0.77637 -1.34805 -0.19 0.00 0.10
O -1.58846 -5.03102 -0.18160 0.01 0.06 0.06
O -0.37879 -4.21701 -1.75898 0.04 -0.01 -0.10
N -1.11021 -0.43997 -3.21164 -0.20 -0.01 -0.31
N -0.76288 -1.60013 1.79240 -0.10 -0.25 0.02
N -0.61401 -2.95669 0.00621 -0.17 -0.54 -0.18
N -0.88261 -4.13013 -0.66876 -0.08 0.38 0.41
N 0.04855 -0.69752 1.08453 0.14 -0.23 -0.01
N -1.78061 -3.64919 2.02001 -0.13 -0.14 -0.02
C 0.59157 -1.61257 -4.59635 0.02 -0.02 -0.06
C -2.08888 4.78576 3.14964 0.00 0.06 -0.10
C -2.70256 0.10052 -4.73345 0.11 -0.17 -0.20
C -2.75859 5.64617 4.01486 0.01 0.00 -0.05
C 3.36517 5.81321 0.26263 0.00 -0.02 0.04
C 2.49027 4.71283 2.21298 0.00 -0.05 0.01
C 3.46301 5.49600 1.61299 -0.04 -0.01 -0.04
C -3.02648 0.82447 -2.26041 -0.06 0.02 0.02
C 4.52380 -2.27886 -1.36390 0.05 -0.08 0.04
C -0.71652 -0.89559 -4.43682 0.18 -0.01 0.16
C -0.10057 5.02827 4.45617 0.06 -0.03 -0.04
C 1.39313 4.25492 1.48298 0.14 -0.06 -0.02
C 2.57106 -0.83676 -1.00253 0.28 -0.15 0.05
C -2.31876 0.16173 -3.40598 0.07 0.02 0.25
C 3.11915 -0.00780 -1.95894 -0.12 0.32 -0.12
C -1.07994 -2.79005 1.24029 0.40 0.76 -0.24
C -0.75968 5.89329 5.31327 -0.06 0.03 -0.02
C -1.65128 -0.59199 -5.40865 -0.24 0.14 0.04
C 3.33267 -1.94459 -0.72379 0.08 -0.26 0.23
C -2.09986 6.20069 5.09979 0.06 -0.04 0.00
C 1.31080 4.56492 0.13139 -0.06 0.04 0.02
C 2.29337 5.33885 -0.47548 -0.03 0.00 -0.01
C -0.75499 4.46454 3.36014 -0.01 -0.14 0.15
C 4.31729 -0.24509 -2.62638 0.00 0.05 -0.01
C 5.02136 -1.41089 -2.33216 0.00 0.02 0.00
H -2.62540 6.85598 5.78444 0.00 0.03 -0.01
H 0.92889 4.76097 4.65538 -0.01 -0.04 0.02
H 1.43759 -0.99708 -4.27057 -0.02 0.02 0.01
H -2.13972 -4.44439 1.50847 0.02 -0.01 0.01
H -4.11062 0.82194 -2.40647 0.00 0.01 -0.02
H 2.22342 5.55400 -1.53446 0.00 -0.01 -0.01
H 0.63042 -2.54411 -4.02169 -0.04 0.01 0.03
H -1.58741 -0.84164 -6.45998 -0.01 0.00 -0.01
H -3.80253 5.87630 3.83727 -0.01 -0.01 0.00
H -0.23227 6.31508 6.16072 0.00 0.00 0.01
H 4.13680 6.40543 -0.21462 0.00 0.01 0.00
H 1.00684 -1.05064 1.06366 0.02 0.13 0.04
H -0.80775 -1.50130 2.79575 0.01 -0.06 0.00
H -2.82076 0.31169 -1.31625 0.01 -0.04 -0.02
H -2.37105 -3.22629 2.71687 0.04 -0.01 0.01
H 0.76215 -1.86737 -5.64541 -0.01 0.00 0.00
H 0.03454 0.19779 1.56818 -0.12 0.00 -0.06
H 2.60239 4.40963 3.24598 0.01 0.00 0.01
H -3.61869 0.49097 -5.15781 0.01 0.01 -0.01
H 4.31161 5.83863 2.19294 0.01 0.00 0.00
H -2.71783 1.86544 -2.11723 0.03 0.00 -0.02
H -2.59532 4.34616 2.29835 -0.02 -0.02 0.03
H 0.47882 4.17557 -0.44227 0.01 0.00 -0.02
```
Positions in Å, forces in eV/Å.

=====

Record 8
CH6BNO2 | ωB97M-V/def2-TZVPD

As for the SMILES: CNB=O.O. The value obtained for the calculated total energy is -271.83816 hartree. For the LUMO energy, the calculation gives 0.19 eV. The gap between HOMO and LUMO is 10.722 eV.

Geometry as XYZ:
```
11
Properties=species:S:1:pos:R:3:forces:R:3
O 1.68383 -0.78943 1.09027 -0.40 0.12 -0.42
O 2.44915 0.41707 -1.28501 1.90 -0.28 3.25
N -0.85103 -0.30077 0.92051 -0.76 0.46 -0.35
C -1.59359 0.33992 -0.18212 -0.58 -0.04 2.12
B 0.50962 -0.49426 0.89622 0.39 -0.55 1.28
H 1.83981 -0.23431 -1.51404 -1.93 -1.54 -1.73
H -0.92800 0.36143 -0.96713 1.09 0.30 -2.10
H -1.91790 1.34076 0.07773 0.22 0.32 0.05
H -2.48524 -0.19531 -0.43765 -0.34 -0.64 -0.21
H -1.35539 -0.36180 1.79569 0.32 -0.10 -0.12
H 2.64876 -0.08329 -0.39447 0.11 1.94 -1.78
```
Positions in Å, forces in eV/Å.

=====

- Among the records above, which one has the lowest calculated total energy?
  C25H23Cl5N6NaO2PSe2

=====

- Look up the calculated total energy of the first one.
  -279.06341 hartree

=====

- The lowest calculated total energy belongs to which entry?
  C25H23Cl5N6NaO2PSe2